{
  "formula": "C58H147N9O20",
  "method": "ωB97M-V/def2-TZVPD",
  "elements": ["C", "O", "C", "C", "N", "C", "C", "O", "C", "H", "H", "H", "H", "H", "H", "H", "H", "H", "H", "H", "H", "H", "H", "H", "C", "O", "C", "C", "N", "C", "C", "O", "C", "H", "H", "H", "H", "H", "H", "H", "H", "H", "H", "H", "H", "H", "H", "H", "C", "O", "C", "C", "N", "C", "C", "O", "C", "H", "H", "H", "H", "H", "H", "H", "H", "H", "H", "H", "H", "H", "H", "H", "C", "O", "C", "C", "N", "C", "C", "O", "C", "H", "H", "H", "H", "H", "H", "H", "H", "H", "H", "H", "H", "H", "H", "H", "C", "O", "C", "C", "N", "C", "C", "O", "C", "H", "H", "H", "H", "H", "H", "H", "H", "H", "H", "H", "H", "H", "H", "H", "C", "O", "C", "C", "N", "C", "C", "O", "C", "H", "H", "H", "H", "H", "H", "H", "H", "H", "H", "H", "H", "H", "H", "H", "C", "O", "C", "C", "N", "C", "C", "O", "C", "H", "H", "H", "H", "H", "H", "H", "H", "H", "H", "H", "H", "H", "H", "H", "C", "O", "C", "C", "N", "C", "C", "O", "C", "H", "H", "H", "H", "H", "H", "H", "H", "H", "H", "H", "H", "H", "H", "H", "C", "O", "C", "C", "N", "C", "C", "O", "C", "H", "H", "H", "H", "H", "H", "H", "H", "H", "H", "H", "H", "H", "H", "H", "C", "C", "O", "H", "H", "H", "H", "H", "H", "C", "C", "O", "H", "H", "H", "H", "H", "H"],
  "positions_angstrom": [[-6.033, -7.862, -0.663], [-4.983, -7.078, -1.167], [-4.822, -7.232, -2.555], [-3.597, -6.417, -2.917], [-3.873, -4.999, -2.733], [-2.786, -4.213, -3.281], [-3.036, -2.715, -3.003], [-3.209, -2.475, -1.612], [-1.969, -2.429, -0.919], [-6.073, -8.879, -1.031], [-7.026, -7.470, -0.914], [-6.020, -7.950, 0.447], [-5.720, -6.908, -3.090], [-4.591, -8.268, -2.804], [-3.232, -6.532, -3.956], [-2.782, -6.686, -2.270], [-4.009, -4.794, -1.773], [-2.689, -4.376, -4.325], [-1.799, -4.434, -2.862], [-3.941, -2.400, -3.576], [-2.158, -2.105, -3.358], [-2.224, -1.974, 0.056], [-1.277, -1.764, -1.458], [-1.639, -3.427, -0.662], [-2.665, 8.851, -2.622], [-1.650, 7.804, -2.612], [-1.463, 7.228, -1.309], [-0.615, 5.968, -1.385], [-1.297, 4.803, -1.910], [-1.473, 4.635, -3.328], [-2.441, 3.496, -3.679], [-1.930, 2.280, -3.187], [-2.672, 1.130, -3.542], [-3.728, 8.578, -2.583], [-2.524, 9.325, -3.624], [-2.345, 9.602, -1.849], [-2.394, 6.866, -0.848], [-1.002, 7.961, -0.665], [-0.381, 5.685, -0.393], [0.375, 6.231, -1.857], [-0.952, 3.884, -1.549], [-0.511, 4.461, -3.885], [-1.857, 5.514, -3.830], [-2.553, 3.443, -4.806], [-3.478, 3.633, -3.290], [-3.737, 1.299, -3.241], [-2.252, 0.308, -2.989], [-2.657, 0.970, -4.656], [-5.452, -0.903, 4.607], [-4.962, -1.176, 3.276], [-5.567, -2.295, 2.790], [-4.819, -2.595, 1.507], [-5.422, -3.732, 0.798], [-5.118, -5.100, 1.391], [-3.659, -5.474, 1.574], [-2.990, -5.204, 0.373], [-1.770, -5.843, 0.156], [-5.167, 0.089, 4.790], [-5.027, -1.576, 5.361], [-6.543, -1.045, 4.578], [-6.621, -2.085, 2.531], [-5.533, -3.135, 3.479], [-3.751, -2.729, 1.649], [-4.954, -1.774, 0.846], [-5.087, -3.778, -0.159], [-5.655, -5.782, 0.710], [-5.708, -5.065, 2.327], [-3.552, -6.552, 1.840], [-3.157, -4.915, 2.380], [-1.019, -5.609, 0.932], [-1.372, -5.395, -0.762], [-1.819, -6.940, 0.154], [-3.507, 1.519, -0.071], [-3.093, 2.287, 1.041], [-3.519, 1.607, 2.278], [-2.535, 0.503, 2.815], [-1.437, 1.177, 3.531], [-0.523, 0.366, 4.231], [0.248, 1.378, 5.052], [1.466, 0.765, 5.507], [2.108, 1.558, 6.560], [-4.575, 1.353, -0.095], [-3.061, 0.531, -0.140], [-3.272, 2.078, -0.967], [-4.521, 1.209, 2.191], [-3.542, 2.397, 3.055], [-2.221, -0.120, 1.988], [-3.049, -0.158, 3.496], [-0.942, 1.843, 2.943], [0.158, -0.192, 3.574], [-1.027, -0.364, 4.888], [-0.366, 1.739, 5.883], [0.520, 2.270, 4.463], [1.400, 1.610, 7.451], [2.220, 2.574, 6.151], [3.034, 1.100, 6.817], [-4.118, 5.410, 1.083], [-3.710, 6.332, 2.020], [-3.221, 5.763, 3.218], [-1.800, 5.220, 3.136], [-0.859, 6.291, 2.858], [0.499, 5.800, 2.847], [1.495, 6.840, 2.399], [0.948, 7.388, 1.174], [1.673, 8.529, 0.800], [-3.324, 4.708, 0.799], [-4.493, 5.887, 0.172], [-5.024, 4.913, 1.520], [-3.959, 4.974, 3.495], [-3.272, 6.523, 4.023], [-1.590, 4.372, 2.419], [-1.483, 4.833, 4.142], [-0.965, 6.733, 1.945], [0.505, 4.878, 2.161], [0.700, 5.365, 3.828], [2.533, 6.460, 2.217], [1.478, 7.649, 3.153], [1.834, 9.271, 1.579], [1.149, 9.031, 0.015], [2.676, 8.278, 0.467], [-0.129, -6.818, 4.074], [0.455, -7.289, 2.797], [1.756, -7.794, 2.972], [1.930, -8.779, 1.769], [1.745, -8.092, 0.484], [2.810, -7.127, 0.130], [2.494, -6.474, -1.207], [1.430, -5.548, -1.204], [1.690, -4.361, -0.459], [0.375, -5.913, 4.479], [-0.031, -7.624, 4.855], [-1.228, -6.568, 3.879], [1.782, -8.387, 3.911], [2.540, -7.037, 3.040], [1.088, -9.483, 1.922], [2.909, -9.260, 1.799], [0.815, -7.621, 0.497], [3.752, -7.677, 0.015], [3.065, -6.378, 0.931], [2.292, -7.324, -1.853], [3.426, -5.950, -1.552], [2.755, -4.214, -0.150], [1.111, -4.452, 0.498], [1.375, -3.508, -1.073], [0.322, 1.343, -5.310], [1.717, 1.122, -5.532], [2.337, 0.806, -4.337], [1.827, -0.465, -3.717], [1.827, -1.499, -4.710], [1.236, -2.796, -4.161], [1.130, -3.777, -5.359], [0.336, -3.262, -6.395], [0.345, -4.087, -7.534], [-0.255, 1.307, -6.248], [0.081, 2.283, -4.842], [-0.047, 0.492, -4.692], [2.241, 1.629, -3.580], [3.446, 0.807, -4.603], [0.829, -0.289, -3.188], [2.507, -0.740, -2.936], [1.560, -1.109, -5.605], [0.252, -2.597, -3.729], [1.833, -3.196, -3.372], [0.783, -4.739, -4.997], [2.135, -3.900, -5.769], [-0.264, -3.551, -8.241], [-0.059, -5.043, -7.243], [1.386, -4.174, -7.900], [5.838, 2.132, 2.927], [5.473, 0.775, 2.995], [4.433, 0.453, 3.829], [4.345, -1.105, 3.880], [4.022, -1.823, 2.622], [2.625, -1.544, 2.213], [1.578, -2.532, 2.736], [0.423, -2.361, 1.959], [-0.772, -2.709, 2.610], [6.417, 2.173, 2.007], [6.455, 2.422, 3.791], [5.058, 2.894, 2.899], [3.520, 0.988, 3.458], [4.529, 0.768, 4.904], [3.592, -1.409, 4.611], [5.247, -1.591, 4.225], [4.596, -1.403, 1.900], [2.562, -1.585, 1.130], [2.337, -0.531, 2.578], [1.434, -2.416, 3.798], [2.028, -3.493, 2.500], [-0.846, -3.797, 2.807], [-1.696, -2.467, 2.030], [-0.715, -2.200, 3.579], [2.547, 2.897, 1.674], [3.062, 3.977, 0.933], [2.188, 4.559, -0.019], [3.032, 5.518, -0.824], [3.924, 4.928, -1.738], [5.001, 5.844, -2.248], [5.878, 5.155, -3.302], [6.704, 4.259, -2.679], [7.184, 3.329, -3.659], [1.735, 2.304, 1.164], [2.181, 3.174, 2.635], [3.371, 2.248, 1.912], [1.347, 5.028, 0.416], [1.745, 3.769, -0.702], [3.669, 6.077, -0.089], [2.293, 6.206, -1.292], [3.354, 4.528, -2.516], [5.534, 6.002, -1.331], [4.657, 6.843, -2.554], [6.402, 5.869, -3.947], [5.171, 4.658, -3.942], [7.925, 2.726, -3.139], [7.678, 3.848, -4.483], [6.404, 2.714, -4.037], [5.464, 0.147, -0.804], [5.536, 1.597, -1.266], [4.260, 2.153, -1.301], [4.496, -0.280, -1.140], [5.466, 0.017, 0.273], [6.266, -0.486, -1.330], [5.999, 1.699, -2.282], [6.216, 2.221, -0.678], [4.303, 3.112, -1.274], [0.994, 0.581, -0.194], [-0.301, 1.280, -0.428], [-0.340, 2.572, 0.096], [1.788, 1.151, -0.694], [1.046, -0.439, -0.588], [1.221, 0.529, 0.861], [-1.117, 0.673, -0.096], [-0.427, 1.363, -1.481], [-1.275, 2.691, 0.373]],
  "lowdin_charge": [-0.130, -0.199, -0.215, -0.194, -0.031, -0.216, -0.201, -0.201, -0.079, 0.079, 0.093, 0.094, 0.130, 0.120, 0.130, 0.099, 0.065, 0.106, 0.104, 0.133, 0.104, 0.068, 0.087, 0.060, -0.091, -0.205, -0.203, -0.201, -0.028, -0.210, -0.224, -0.257, -0.108, 0.081, 0.088, 0.094, 0.115, 0.101, 0.078, 0.122, 0.101, 0.122, 0.108, 0.134, 0.127, 0.099, 0.064, 0.105, -0.058, -0.225, -0.267, -0.197, -0.030, -0.157, -0.214, -0.216, -0.114, 0.067, 0.095, 0.096, 0.139, 0.118, 0.086, 0.113, 0.079, 0.088, 0.113, 0.133, 0.109, 0.078, 0.070, 0.103, -0.107, -0.224, -0.129, -0.153, -0.057, -0.230, -0.217, -0.224, -0.076, 0.094, 0.071, 0.079, 0.103, 0.118, 0.093, 0.092, 0.106, 0.103, 0.133, 0.122, 0.112, 0.103, 0.085, 0.060, -0.140, -0.193, -0.208, -0.210, -0.060, -0.234, -0.174, -0.223, -0.114, 0.072, 0.085, 0.102, 0.116, 0.131, 0.112, 0.131, 0.104, 0.111, 0.117, 0.135, 0.128, 0.087, 0.078, 0.078, -0.072, -0.236, -0.250, -0.187, -0.062, -0.220, -0.236, -0.203, -0.099, 0.082, 0.089, 0.093, 0.115, 0.110, 0.121, 0.113, 0.106, 0.119, 0.114, 0.120, 0.130, 0.100, 0.081, 0.075, -0.088, -0.182, -0.254, -0.274, -0.029, -0.129, -0.233, -0.202, -0.103, 0.099, 0.066, 0.074, 0.124, 0.148, 0.111, 0.101, 0.105, 0.092, 0.091, 0.115, 0.118, 0.085, 0.081, 0.097, -0.093, -0.188, -0.245, -0.169, -0.038, -0.197, -0.229, -0.203, -0.098, 0.089, 0.091, 0.078, 0.100, 0.122, 0.108, 0.109, 0.078, 0.107, 0.101, 0.117, 0.110, 0.081, 0.067, 0.070, -0.100, -0.162, -0.222, -0.239, -0.079, -0.143, -0.265, -0.166, -0.096, 0.070, 0.066, 0.050, 0.055, 0.139, 0.134, 0.109, 0.142, 0.110, 0.119, 0.127, 0.112, 0.095, 0.092, 0.070, -0.063, -0.337, -0.088, 0.065, 0.040, 0.099, 0.081, 0.110, 0.026, -0.070, -0.326, -0.082, 0.078, 0.074, 0.048, 0.079, 0.088, 0.066],
  "orbital_gap_ev": 8.7954,
  "e_above_lowest_kj_mol": 154.0
}

=====

{
  "formula": "C2H3F3O",
  "method": "ωB97M-V/def2-TZVPD",
  "elements": ["C", "C", "O", "F", "F", "F", "H", "H", "H"],
  "positions_angstrom": [[1.091, 0.109, 0.486], [-1.283, -0.023, -0.072], [1.669, -0.759, -0.334], [-1.509, 0.970, -1.017], [-1.940, 0.298, 1.051], [-1.662, -1.146, -0.607], [0.994, 1.280, 0.200], [1.336, -0.102, 1.529], [1.304, -0.627, -1.236]],
  "lowdin_charge": [-0.065, -0.477, -0.043, 0.032, 0.083, 0.132, 0.128, 0.083, 0.127],
  "orbital_gap_ev": [8.9256, 8.9269],
  "e_above_lowest_kj_mol": 331.6
}

=====

{
  "formula": "C3H7PS2",
  "method": "ωB97M-V/def2-TZVPD",
  "elements": ["C", "C", "C", "P", "S", "S", "H", "H", "H", "H", "H", "H", "H"],
  "positions_angstrom": [[1.907, 0.588, -0.946], [0.212, -1.226, -0.569], [-0.401, 0.740, 1.332], [1.175, -0.382, 0.627], [2.828, -0.883, 1.531], [2.194, 2.227, -0.456], [-0.465, -2.121, -0.536], [1.141, -1.553, -1.077], [-0.121, -0.391, -1.204], [-0.723, 0.519, 2.294], [-1.240, 0.463, 0.765], [-0.153, 1.734, 1.255], [2.431, 2.625, -1.673]],
  "lowdin_charge": [-0.543, -0.343, -0.145, 0.201, 0.166, 0.693, 0.080, 0.024, 0.045, 0.005, 0.010, -0.029, -0.165],
  "orbital_gap_ev": 7.7883,
  "e_above_lowest_kj_mol": 295.0
}

=====

{
  "formula": "C12H30F6Li3N3O18S6",
  "method": "ωB97M-V/def2-TZVPD",
  "elements": ["Li", "Li", "Li", "N", "S", "O", "O", "F", "S", "O", "O", "F", "N", "S", "O", "O", "F", "S", "O", "O", "F", "N", "S", "O", "O", "F", "S", "O", "O", "F", "C", "O", "C", "C", "O", "C", "H", "H", "H", "H", "H", "H", "H", "H", "H", "H", "C", "O", "C", "C", "O", "C", "H", "H", "H", "H", "H", "H", "H", "H", "H", "H", "C", "O", "C", "C", "O", "C", "H", "H", "H", "H", "H", "H", "H", "H", "H", "H"],
  "positions_angstrom": [[15.913, -8.196, 0.220], [13.979, -7.486, 6.396], [12.832, -8.019, 1.264], [9.541, -6.945, -0.118], [8.403, -7.693, 0.887], [7.176, -6.931, 0.777], [8.756, -8.265, 2.224], [8.043, -8.986, -0.032], [10.193, -6.181, 0.977], [11.443, -6.751, 1.561], [9.478, -5.230, 1.837], [10.796, -5.048, -0.011], [14.704, -7.361, 1.474], [15.375, -7.496, 3.052], [14.500, -7.344, 4.223], [16.782, -7.178, 3.239], [15.399, -9.103, 3.010], [14.806, -5.859, 1.595], [16.033, -5.325, 1.081], [14.079, -5.170, 2.647], [13.831, -5.596, 0.359], [12.187, -8.184, 5.915], [12.187, -9.277, 4.555], [12.626, -8.919, 3.209], [11.359, -10.441, 4.731], [13.552, -9.922, 5.089], [11.125, -7.278, 5.241], [9.830, -7.964, 4.941], [11.604, -6.252, 4.331], [10.856, -6.391, 6.542], [20.220, -4.601, -3.146], [19.130, -3.916, -2.519], [19.546, -2.720, -1.841], [20.653, -2.919, -0.730], [20.373, -3.972, 0.199], [19.365, -3.674, 1.129], [20.228, -5.571, -2.650], [21.235, -4.204, -3.145], [19.975, -4.891, -4.168], [18.739, -2.100, -1.452], [19.867, -2.013, -2.605], [20.793, -1.938, -0.276], [21.626, -3.208, -1.127], [18.374, -3.570, 0.688], [19.605, -2.694, 1.541], [19.275, -4.315, 2.006], [18.418, -9.986, 1.043], [17.645, -9.147, 0.170], [18.497, -8.127, -0.459], [17.926, -7.588, -1.676], [16.655, -7.071, -1.260], [16.078, -6.157, -2.159], [17.841, -10.857, 1.354], [18.719, -9.497, 1.970], [19.321, -10.354, 0.556], [19.325, -8.748, -0.802], [18.891, -7.384, 0.235], [17.728, -8.256, -2.513], [18.662, -6.820, -1.915], [15.468, -6.689, -2.889], [16.872, -5.516, -2.541], [15.317, -5.556, -1.662], [13.609, -4.423, 5.937], [14.359, -5.535, 6.301], [15.734, -5.177, 6.344], [16.591, -6.329, 6.929], [16.021, -7.553, 6.433], [16.754, -8.712, 6.922], [13.925, -3.500, 6.424], [12.605, -4.532, 6.346], [13.484, -4.202, 4.877], [15.974, -4.246, 6.857], [15.991, -5.134, 5.285], [16.522, -6.142, 8.001], [17.642, -6.392, 6.647], [16.514, -8.885, 7.971], [17.819, -8.480, 6.954], [16.510, -9.562, 6.285]],
  "mulliken_spin": [0.091, 0.010, 0.082, 0.000, 0.000, 0.000, 0.000, 0.000, 0.005, -0.003, 0.000, 0.000, 0.056, 0.130, 0.226, 0.114, 0.002, 0.171, 0.037, 0.084, 0.015, 0.002, -0.003, -0.014, 0.000, 0.001, 0.000, 0.000, 0.000, 0.000, 0.000, 0.000, 0.000, 0.000, 0.000, -0.001, 0.000, 0.000, 0.000, 0.000, 0.000, 0.000, 0.000, 0.001, 0.000, 0.000, -0.002, 0.010, 0.002, 0.002, -0.034, 0.007, 0.001, 0.003, 0.000, 0.000, 0.000, -0.001, -0.001, -0.001, 0.005, 0.000, -0.002, 0.001, -0.001, 0.001, 0.002, 0.003, 0.000, 0.000, 0.002, 0.000, -0.004, 0.000, 0.001, 0.000, 0.000, -0.001],
  "s_squared": 0.752,
  "orbital_gap_ev": [3.8486, 8.2947],
  "spin_multiplicity": 2,
  "charge": -1
}

=====

Number 1: maximum force 3.87 eV/A, calculated total energy -4295.12641 a.u.. Number 2: maximum force 4.51 eV/A, calculated total energy -452.72746 a.u.. Number 3: maximum force 3.90 eV/A, calculated total energy -1256.08778 a.u.. Number 4: maximum force 10.89 eV/A, calculated total energy -5004.63281 a.u..